1.
Computed, not measured: one molecule with the formula C3H8N2O2S at a distorted geometry, with ωB97M-V/def2-TZVPD.

Each atom is followed by the atoms it is bonded to, with distances in Å.
CARTESIAN COORDINATES (ANGSTROEM)
1 C 0.7186 1.3674 -0.7089  C2 1.574, N4 1.413, H9 1.057, H10 1.119
2 C 1.6026 0.9132 0.5113  C1 1.574, N5 1.480, H11 1.079, H12 1.128
3 C 0.0364 -0.7616 -0.0766  N4 1.399, N5 1.438, S8 1.976, H13 1.226
4 N 0.0434 0.1901 -1.1026  C1 1.413, C3 1.399, H14 1.017
5 N 1.0644 -0.4185 0.8679  C2 1.480, C3 1.438, H15 1.008
6 O -2.5964 0.1723 -0.1692  S8 1.487
7 O -2.0906 -2.1441 0.7234  S8 1.665, H16 1.028
8 S -1.7154 -0.5243 0.8060  C3 1.976, O6 1.487, O7 1.665
9 H 0.0210 2.1071 -0.4209  C1 1.057
10 H 1.1809 1.8532 -1.6048  C1 1.119
11 H 2.5345 0.7498 -0.0084  C2 1.079
12 H 1.5962 1.6722 1.3459  C2 1.128
13 H 0.0559 -1.9694 -0.2851  C3 1.226
14 H -0.9140 0.2163 -1.4453  N4 1.017
15 H 1.5153 -1.2548 1.2056  N5 1.008
16 H -3.0527 -2.1689 0.3616  O7 1.028

Summary:
lowest unoccupied orbital energy	0.857	eV
E_tot	-777.2115	a.u.
energy above the lowest of the compared OMol25 structures with the same formula, charge and spin	1.843	eV
net charge	0
E_HOMO	-8.034	eV

***

2.
Computed, not measured: one molecule with the formula C3H8N2O2S at a distorted geometry, with ωB97M-V/def2-TZVPD.

Each atom is followed by the atoms it is bonded to, with distances in Å.
CARTESIAN COORDINATES (ANGSTROEM)
1 C 1.2267 0.5044 0.1213  N4 1.361, N5 1.297, S8 1.997
2 C 0.1229 -1.5186 0.3643  N4 1.423, H9 1.117, H10 1.095, H11 1.067
3 C -1.2437 0.4629 -0.0976  N4 1.437, H12 1.133, H13 1.094, H14 1.083
4 N 0.0195 -0.1013 0.2898  C1 1.361, C2 1.423, C3 1.437
5 N 1.4320 1.7551 -0.1529  C1 1.297, H15 1.005
6 O 3.7837 0.9254 0.0556  S8 1.629, H16 0.945
7 O 2.9685 -1.2414 -1.0332  S8 1.463
8 S 2.9648 -0.4738 0.2127  C1 1.997, O6 1.629, O7 1.463
9 H 0.6458 -1.8845 1.2811  C2 1.117
10 H -0.8823 -1.9420 0.2705  C2 1.095
11 H 0.8205 -1.9148 -0.3392  C2 1.067
12 H -1.1359 0.8025 -1.1728  C3 1.133
13 H -1.9546 -0.3648 -0.0153  C3 1.094
14 H -1.5689 1.2626 0.5571  C3 1.083
15 H 0.7028 2.2126 -0.6710  N5 1.005
16 H 3.0734 1.4943 -0.1997  O6 0.945

Summary:
lowest unoccupied orbital energy	0.625	eV
E_tot	-777.2191	a.u.
energy above the lowest of the compared OMol25 structures with the same formula, charge and spin	1.637	eV
net charge	0
E_HOMO	-9.336	eV

***

3.
Computed, not measured: one molecule with the formula C3H8N2O3S at a distorted geometry, with ωB97M-V/def2-TZVPD.

Each atom is followed by the atoms it is bonded to, with distances in Å.
CARTESIAN COORDINATES (ANGSTROEM)
1 N 1.2831 -0.9895 0.5109  C2 1.458, H10 0.994, H11 1.032
2 C 0.4200 0.1692 0.7075  N1 1.458, C3 1.622, C6 1.597, H12 1.117
3 C -0.5978 -0.1860 1.9200  C2 1.622, O4 1.203, O5 1.291
4 O -1.2035 0.7256 2.4189  C3 1.203
5 O -0.7619 -1.4375 2.1903  C3 1.291, H13 1.054
6 C -0.4261 0.6777 -0.5483  C2 1.597, N7 1.388, O8 1.652, H14 1.001
7 N 0.1324 0.3284 -1.7702  C6 1.388, H15 1.006, H16 1.008
8 O -1.8815 -0.0598 -0.2920  C6 1.652, S9 1.627
9 S -3.2278 0.8460 -0.1687  O8 1.627, H17 1.352
10 H 2.2134 -0.9782 0.8617  N1 0.994
11 H 1.3677 -0.9967 -0.5177  N1 1.032
12 H 0.7722 1.2043 0.9349  C2 1.117
13 H -0.0684 -1.9916 1.6219  O5 1.054
14 H -0.5915 1.6569 -0.4262  C6 1.001
15 H 0.0700 -0.6602 -1.9473  N7 1.006
16 H -0.2650 0.9471 -2.4596  N7 1.008
17 H -2.9231 1.3387 1.0532  S9 1.352

Summary:
lowest unoccupied orbital energy	0.522	eV
E_tot	-852.4739	a.u.
energy above the lowest of the compared OMol25 structures with the same formula, charge and spin	2.106	eV
net charge	0
E_HOMO	-8.435	eV

***

4.
Computed, not measured: one molecule with the formula C3H8N2OS at a distorted geometry, with ωB97M-V/def2-TZVPD.

Each atom is followed by the atoms it is bonded to, with distances in Å.
CARTESIAN COORDINATES (ANGSTROEM)
1 C -2.1521 0.7075 0.8059  N2 1.427, H8 1.087, H9 1.088, H10 1.069
2 N -0.9386 1.0774 0.1536  C1 1.427, C3 1.343, H11 0.992
3 C 0.1983 0.3652 0.0822  N2 1.343, S4 1.685, N5 1.311
4 S 1.7097 1.1037 0.1711  C3 1.685
5 N 0.0017 -0.8968 -0.2138  C3 1.311, C6 1.438, O7 1.346
6 C 1.0033 -1.9111 -0.4047  N5 1.438, H12 1.095, H13 1.103, H14 1.110
7 O -1.1809 -1.3187 -0.6990  N5 1.346, H15 0.981
8 H -1.9349 0.0869 1.6717  C1 1.087
9 H -2.8061 0.1816 0.1128  C1 1.088
10 H -2.5991 1.6089 1.1660  C1 1.069
11 H -0.7052 2.0385 0.2266  N2 0.992
12 H 0.7690 -2.9046 -0.0087  C6 1.095
13 H 1.1284 -2.0798 -1.4872  C6 1.103
14 H 1.9104 -1.5622 0.1316  C6 1.110
15 H -1.4094 -0.7136 -1.4369  O7 0.981

Summary:
lowest unoccupied orbital energy	0.624	eV
E_tot	-701.9752	a.u.
energy above the lowest of the compared OMol25 structures with the same formula, charge and spin	2.784	eV
net charge	0
E_HOMO	-8.106	eV

***

5.
Computed, not measured: a 2-piece molecular cluster, C3H8N2OS overall at a distorted geometry, with ωB97M-V/def2-TZVPD.

Each atom is followed by the atoms it is bonded to, with distances in Å.
CARTESIAN COORDINATES (ANGSTROEM)
1 N 1.4763 -0.3716 -0.5038  C2 1.366, H8 1.041, H10 1.067
2 C 0.2156 0.1313 -0.6533  N1 1.366, C3 1.632, C5 1.493, H11 1.102
3 C -0.8245 0.3286 0.5888  C2 1.632, C5 1.496, H12 1.094, H13 1.114
4 S -0.6177 -2.6422 0.1062  H9 1.394
5 C 0.0258 1.4348 0.0504  C2 1.493, C3 1.496, N6 1.462, O7 1.312
6 N -0.6936 2.5228 -0.6107  C5 1.462, H14 1.010, H15 1.030
7 O 1.0052 1.7658 0.8575  C5 1.312
8 H 1.9314 0.3330 0.1124  N1 1.041
9 H 0.3621 -2.8030 1.0840  S4 1.394
10 H 1.2498 -1.3969 -0.3164  N1 1.067
11 H -0.4073 -0.1581 -1.5152  C2 1.102
12 H -1.8520 0.1943 0.2367  C3 1.094
13 H -0.5220 -0.4161 1.3601  C3 1.114
14 H -0.4596 2.6211 -1.5881  N6 1.010
15 H -0.4411 3.3473 -0.0467  N6 1.030

Summary:
lowest unoccupied orbital energy	-3.897	eV
E_tot	-701.7998	a.u.
energy above the lowest of the compared OMol25 structures with the same formula, charge and spin	7.558	eV
net charge	0
E_HOMO	-8.763	eV

***

6.
Computed, not measured: one molecule with the formula C3H8N2OS at a distorted geometry, with ωB97M-V/def2-TZVPD.

Each atom is followed by the atoms it is bonded to, with distances in Å.
CARTESIAN COORDINATES (ANGSTROEM)
1 C -1.4518 1.1829 0.8927  C2 1.459, N4 1.483, H8 1.091, H9 1.097
2 C -1.5086 -0.0786 0.1619  C1 1.459, H10 1.074, H11 1.072
3 C 1.6240 -1.6551 -1.0626  O6 1.406, H12 1.089, H13 1.092, H14 1.095
4 N -0.0867 1.6231 1.2713  C1 1.483, S7 1.707, H15 1.016
5 N 0.8109 0.4906 -0.9261  O6 1.402, S7 1.611
6 O 1.4816 -0.5277 -0.2344  C3 1.406, N5 1.402
7 S 0.7782 1.9137 -0.1717  N4 1.707, N5 1.611
8 H -1.8819 2.0005 0.3115  C1 1.091
9 H -1.9756 1.1057 1.8540  C1 1.097
10 H -1.1415 -0.9706 0.6349  C2 1.074
11 H -2.0233 -0.1659 -0.7748  C2 1.072
12 H 2.4283 -2.2481 -0.6298  C3 1.089
13 H 1.8774 -1.3516 -2.0807  C3 1.092
14 H 0.6955 -2.2360 -1.0850  C3 1.095
15 H 0.3735 0.9171 1.8387  N4 1.016

Summary:
lowest unoccupied orbital energy (spin up / spin down)	-0.425 / 0.233	eV
E_tot	-701.8546	a.u.
energy above the lowest of the compared OMol25 structures with the same formula, charge and spin	6.066	eV
net charge	0
E_HOMO (spin up / spin down)	-8.385 / -8.396	eV

***

7.
Computed, not measured: one molecule with the formula C3H8N2OS at a distorted geometry, with ωB97M-V/def2-TZVPD.

Each atom is followed by the atoms it is bonded to, with distances in Å.
CARTESIAN COORDINATES (ANGSTROEM)
1 C -2.0185 0.6785 1.2997  S2 1.777, H8 1.093, H9 1.123, H10 1.123
2 S -1.7065 0.6456 -0.4494  C1 1.777, N3 1.703
3 N -0.0202 0.4068 -0.4574  S2 1.703, C4 1.366, H11 1.031
4 C 0.5630 -0.7770 -0.1060  N3 1.366, O5 1.237, C6 1.512
5 O -0.0566 -1.7753 0.2814  C4 1.237
6 C 2.0749 -0.7411 -0.1210  C4 1.512, N7 1.428, H12 1.096, H13 1.144
7 N 2.7780 0.4941 -0.2564  C6 1.428, H14 0.972, H15 1.020
8 H -1.4765 1.5200 1.7384  C1 1.093
9 H -1.5937 -0.2459 1.7752  C1 1.123
10 H -3.1202 0.8641 1.4112  C1 1.123
11 H 0.6036 1.1099 -0.8822  N3 1.031
12 H 2.2779 -1.2686 0.8182  C6 1.096
13 H 2.4541 -1.4618 -0.9250  C6 1.144
14 H 2.7413 1.0579 -1.0473  N7 0.972
15 H 2.8494 1.0269 0.6110  N7 1.020

Summary:
lowest unoccupied orbital energy	0.604	eV
E_tot	-702.0333	a.u.
energy above the lowest of the compared OMol25 structures with the same formula, charge and spin	1.204	eV
net charge	0
E_HOMO	-8.760	eV

***

8.
Computed, not measured: a 2-piece molecular cluster, C3H8N2OS overall at a distorted geometry, with ωB97M-V/def2-TZVPD.

Each atom is followed by the atoms it is bonded to, with distances in Å.
CARTESIAN COORDINATES (ANGSTROEM)
1 C -0.9033 2.1239 -0.8118  O2 1.412, H6 1.096, H7 1.089, H8 1.096
2 O -0.2635 1.6344 0.3477  C1 1.412, C3 1.372
3 C -0.5115 0.3107 0.6087  O2 1.372, S4 1.857, H9 1.092, H10 1.101
4 S 0.2098 -0.8550 -0.6444  C3 1.857, C5 1.812
5 C -0.1303 -2.3849 0.2652  S4 1.812, H11 1.085, H12 1.088, H13 1.088
6 H -0.5336 1.6063 -1.7045  C1 1.096
7 H -0.6627 3.1839 -0.8699  C1 1.089
8 H -1.9890 1.9889 -0.7420  C1 1.096
9 H -0.0407 0.0801 1.5672  C3 1.092
10 H -1.5882 0.0846 0.6409  C3 1.101
11 H 0.1112 -3.2064 -0.4019  C5 1.085
12 H -1.1837 -2.4212 0.5340  C5 1.088
13 H 0.4931 -2.4330 1.1550  C5 1.088
14 N 3.8522 -0.2618 0.1317  N15 1.099
15 N 3.1403 0.5496 -0.0760  N14 1.099

Summary:
lowest unoccupied orbital energy	0.930	eV
E_tot	-702.0480	a.u.
energy above the lowest of the compared OMol25 structures with the same formula, charge and spin	0.802	eV
net charge	0
E_HOMO	-8.583	eV

***

Look up the E_tot of the first one. -777.2115 a.u.

***

What did the third record say?
Computed, not measured: one molecule with the formula C3H8N2O3S at a distorted geometry, with ωB97M-V/def2-TZVPD.

Each atom is followed by the atoms it is bonded to, with distances in Å.
CARTESIAN COORDINATES (ANGSTROEM)
1 N 1.2831 -0.9895 0.5109  C2 1.458, H10 0.994, H11 1.032
2 C 0.4200 0.1692 0.7075  N1 1.458, C3 1.622, C6 1.597, H12 1.117
3 C -0.5978 -0.1860 1.9200  C2 1.622, O4 1.203, O5 1.291
4 O -1.2035 0.7256 2.4189  C3 1.203
5 O -0.7619 -1.4375 2.1903  C3 1.291, H13 1.054
6 C -0.4261 0.6777 -0.5483  C2 1.597, N7 1.388, O8 1.652, H14 1.001
7 N 0.1324 0.3284 -1.7702  C6 1.388, H15 1.006, H16 1.008
8 O -1.8815 -0.0598 -0.2920  C6 1.652, S9 1.627
9 S -3.2278 0.8460 -0.1687  O8 1.627, H17 1.352
10 H 2.2134 -0.9782 0.8617  N1 0.994
11 H 1.3677 -0.9967 -0.5177  N1 1.032
12 H 0.7722 1.2043 0.9349  C2 1.117
13 H -0.0684 -1.9916 1.6219  O5 1.054
14 H -0.5915 1.6569 -0.4262  C6 1.001
15 H 0.0700 -0.6602 -1.9473  N7 1.006
16 H -0.2650 0.9471 -2.4596  N7 1.008
17 H -2.9231 1.3387 1.0532  S9 1.352

Summary:
lowest unoccupied orbital energy	0.522	eV
E_tot	-852.4739	a.u.
energy above the lowest of the compared OMol25 structures with the same formula, charge and spin	2.106	eV
net charge	0
E_HOMO	-8.435	eV